Computed, not measured: a 2-piece molecular cluster, C12H17N overall, with wB97M-V/def2-TZVPD.

Values from the calculation:
Total charge   0
SMILES   Cc1c[nH]c2ccccc12.CCC
Total energy   -14209.930 eV
Energy relative to the best compared isomer or geometry (same formula, charge and spin)   39.27 kJ/mol
LUMO energy   0.03375 hartree
HOMO-LUMO gap   0.3217 Eh

Bonds (Å) are listed after each position.
Element x y z (Å)
1 H -3.253 -0.587 1.101  C11 1.081
2 C 0.727 -0.900 3.022  C4 1.535, H8 1.089, C20 1.535, H30 1.090
3 H -0.413 2.977 -0.718  N6 1.004
4 C 2.153 -1.026 2.471  C2 1.535, H7 1.100, H17 1.095, H24 1.093
5 H 2.099 -1.423 -2.218  C23 1.087
6 N -0.248 2.070 -1.113  H3 1.004, C22 1.385, C27 1.367
7 H 2.705 -0.107 2.721  C4 1.100
8 H 0.772 -1.312 4.028  C2 1.089
9 H 0.881 1.120 2.346  C20 1.088
10 H 1.915 -0.501 -3.727  C23 1.094
11 C -2.383 -0.514 0.463  H1 1.081, C13 1.385, C25 1.402
12 H -2.383 1.635 0.701  C13 1.088
13 C -1.972 0.776 0.173  C11 1.385, H12 1.088, C27 1.393
14 H -0.784 0.688 2.752  C20 1.089
15 H -2.072 -2.590 0.209  C25 1.080
16 C -0.197 -0.173 -1.241  C18 1.429, C27 1.423, C28 1.401
17 H 2.767 -1.811 2.925  C4 1.095
18 C 0.901 0.353 -1.989  C16 1.429, C22 1.365, C23 1.506
19 H -0.133 -2.319 -1.375  C28 1.085
20 C 0.258 0.562 3.041  C2 1.535, H9 1.088, H14 1.089, H26 1.092
21 H 2.955 0.095 -2.487  C23 1.086
22 C 0.825 1.714 -1.914  N6 1.385, C18 1.365, H29 1.077
23 C 2.014 -0.425 -2.641  H5 1.087, H10 1.094, C18 1.506, H21 1.086
24 H 2.197 -1.130 1.384  C4 1.093
25 C -1.720 -1.616 -0.097  C11 1.402, H15 1.080, C28 1.375
26 H 0.291 1.030 4.026  C20 1.092
27 C -0.860 0.939 -0.650  N6 1.367, C13 1.393, C16 1.423
28 C -0.655 -1.466 -0.955  C16 1.401, H19 1.085, C25 1.375
29 H 1.455 2.458 -2.372  C22 1.077
30 H 0.047 -1.466 2.386  C2 1.090